1.
Computed, not measured: 13 unconnected molecules or ions with the total composition C5H34N2O13 at a distorted geometry, with wB97M-V/def2-TZVPD.

Calculated values
Highest occupied orbital energy ... -9.4 eV
Energy relative to the best compared isomer or geometry (same formula, charge and spin) ... 117.0 kcal/mol
Gap between HOMO and LUMO ... 9.570 eV

Each line ends with the natural charge from an NBO analysis.
CARTESIAN COORDINATES (ANGSTROEM)
C (0.53, 1.43, -0.24)  -0.27
C (1.16, 0.13, -0.39)  -0.47
C (2.35, 0.16, -1.30)  -0.20
C (3.24, -0.86, -1.38)  -0.40
N (-0.63, 1.48, 0.64)  -0.67
C (-0.72, 2.24, 1.85)  0.77
N (0.21, 3.30, 1.98)  -0.89
O (-1.66, 2.17, 2.58)  -0.63
H (1.30, 2.22, -0.11)  0.22
H (0.22, 1.71, -1.26)  0.22
H (1.42, -0.36, 0.65)  0.24
H (0.42, -0.62, -0.91)  0.21
H (2.80, 1.15, -1.69)  0.20
H (3.15, -1.87, -0.94)  0.21
H (4.03, -0.78, -2.21)  0.19
H (-1.16, 0.58, 0.78)  0.42
H (0.36, 3.70, 0.96)  0.40
H (-0.25, 4.02, 2.55)  0.40
H (3.26, -1.85, 2.78)  0.48
H (2.56, -0.71, 2.07)  0.50
O (2.61, -1.69, 1.97)  -0.99
H (-1.47, -1.21, 3.71)  0.48
H (-2.35, -2.42, 3.44)  0.48
O (-1.51, -2.11, 3.82)  -0.95
H (-3.02, 2.13, -1.23)  0.46
H (-4.24, 2.69, -0.95)  0.46
O (-3.56, 2.69, -1.72)  -0.91
H (1.81, -1.64, -3.89)  0.47
H (0.77, -1.12, -2.91)  0.46
O (1.10, -0.89, -3.73)  -0.93
H (1.29, 3.00, -3.95)  0.48
H (-0.16, 2.17, -3.90)  0.51
O (0.37, 3.02, -3.75)  -0.98
H (-0.89, -2.49, 1.68)  0.51
H (0.70, -2.55, 1.70)  0.52
O (-0.10, -2.40, 1.17)  -0.95
H (-1.76, -3.50, -3.20)  0.47
H (-0.55, -3.18, -2.29)  0.50
O (-1.40, -2.83, -2.66)  -0.99
H (0.00, -3.23, 0.01)  0.48
H (-0.02, -4.62, -0.20)  0.46
O (0.13, -3.92, -0.74)  -0.99
H (1.47, 4.63, -2.11)  0.48
H (2.61, 4.10, -1.50)  0.46
O (1.77, 4.45, -1.23)  -0.93
H (2.08, 1.49, 1.64)  0.48
H (1.41, 1.10, 2.80)  0.48
O (2.29, 1.01, 2.42)  -0.92
H (-2.70, -3.04, -0.72)  0.49
H (-1.53, -3.65, -0.24)  0.47
O (-2.39, -3.56, 0.03)  -0.98
H (-3.01, -2.45, 1.46)  0.50
H (-3.56, -1.01, 1.16)  0.48
O (-2.84, -1.49, 1.51)  -0.99

2.
Computed, not measured: 12 unconnected molecules or ions with the total composition C5H34NO11 at a distorted geometry, with wB97M-V/def2-TZVPD.

Calculated values
Expectation value of S² ... 0.75
Highest occupied orbital energy (alpha / beta) ... -2.1 / -10.1 eV
Multiplicity ... 2
Energy relative to the best compared isomer or geometry (same formula, charge and spin) ... 0.0 kcal/mol
Gap between HOMO and LUMO (alpha / beta) ... 2.349 / 10.396 eV

Each line ends with the Mulliken spin population.
CARTESIAN COORDINATES (ANGSTROEM)
C (0.78, -3.43, -1.41)  0.04
C (0.42, -2.38, -0.37)  0.19
C (-1.09, -2.47, 0.04)  0.25
C (-1.26, -2.59, 1.54)  0.23
C (-0.66, -3.52, 2.27)  -0.02
N (0.70, -1.03, -0.99)  0.11
H (1.81, -3.31, -1.75)  -0.02
H (0.75, -4.42, -0.97)  -0.01
H (0.09, -3.47, -2.26)  -0.01
H (1.13, -2.53, 0.42)  -0.05
H (-1.58, -3.34, -0.40)  -0.07
H (-1.50, -1.51, -0.27)  -0.15
H (-2.00, -1.92, 1.97)  -0.11
H (-0.94, -3.66, 3.31)  -0.02
H (0.08, -4.26, 1.97)  0.00
H (1.41, -1.13, -1.73)  -0.05
H (1.02, -0.39, -0.27)  -0.05
H (-0.12, -0.52, -1.40)  0.02
H (-4.04, 2.65, -0.55)  0.05
H (-4.40, 3.04, -2.06)  -0.03
O (-4.16, 2.30, -1.49)  0.01
H (2.35, 3.44, 0.71)  0.04
H (3.29, 4.19, 1.58)  -0.02
O (3.28, 3.44, 0.98)  -0.07
H (4.57, -1.37, -1.37)  -0.01
H (3.74, -0.16, -1.09)  -0.01
O (3.65, -1.08, -1.33)  0.01
H (-2.42, 2.19, -1.58)  0.04
H (-1.41, 3.02, -2.47)  0.11
O (-1.46, 2.46, -1.69)  -0.33
H (-1.31, 0.82, -2.44)  0.07
H (-1.65, -0.54, -2.94)  -0.03
O (-0.92, 0.08, -2.96)  -0.04
H (-3.86, -0.09, -2.21)  -0.05
H (-3.94, -1.28, -1.19)  -0.02
O (-3.39, -0.88, -1.88)  0.19
H (-3.84, 2.65, 1.90)  -0.13
H (-2.42, 3.21, 1.33)  -0.05
O (-3.27, 2.82, 1.12)  0.38
H (0.25, 2.07, 3.43)  -0.04
H (1.14, 0.81, 3.17)  0.15
O (0.31, 1.28, 2.88)  -0.12
H (4.14, 1.89, 0.23)  0.00
H (4.26, 2.75, -1.00)  -0.03
O (4.36, 1.83, -0.72)  0.15
H (0.16, 1.46, 1.15)  -0.01
H (-0.56, 2.11, -0.19)  -0.05
O (0.26, 1.92, 0.29)  0.49
H (2.20, -0.64, 4.11)  -0.03
H (3.50, -0.10, 3.32)  -0.02
O (2.57, -0.38, 3.27)  0.10

3.
Computed, not measured: 13 unconnected molecules or ions with the total composition C5H34O13 at a distorted geometry, with wB97M-V/def2-TZVPD.

Calculated values
Highest occupied orbital energy ... -10.8 eV
Energy relative to the best compared isomer or geometry (same formula, charge and spin) ... 0.0 kcal/mol
Gap between HOMO and LUMO ... 11.188 eV

Each line ends with the natural charge from an NBO analysis.
CARTESIAN COORDINATES (ANGSTROEM)
O (2.40, 2.05, 0.32)  -0.62
C (2.96, 1.10, -0.23)  0.50
C (2.65, 0.64, -1.60)  -0.54
C (2.44, -0.89, -1.60)  -0.39
C (1.02, -1.30, -1.17)  -0.41
C (0.10, -1.39, -2.39)  -0.61
H (3.79, 0.60, 0.33)  0.15
H (3.44, 0.94, -2.32)  0.25
H (1.68, 1.11, -1.98)  0.24
H (3.15, -1.33, -0.93)  0.22
H (2.70, -1.30, -2.56)  0.21
H (0.61, -0.63, -0.46)  0.19
H (1.07, -2.27, -0.61)  0.21
H (0.30, -2.26, -2.99)  0.21
H (0.19, -0.48, -2.95)  0.21
H (-0.95, -1.51, -2.05)  0.21
H (-1.04, 1.17, -2.22)  0.51
H (-1.20, 2.44, -3.14)  0.49
O (-0.55, 1.84, -2.79)  -0.99
H (1.13, 2.95, -0.34)  0.51
H (0.07, 2.82, -1.53)  0.50
O (0.23, 3.28, -0.65)  -1.05
H (-1.72, -1.43, 2.13)  0.50
H (-0.56, -0.66, 2.78)  0.48
O (-1.04, -1.48, 2.82)  -0.98
H (-3.17, 1.09, 3.15)  0.48
H (-2.42, 1.34, 1.86)  0.50
O (-3.25, 1.03, 2.18)  -0.98
H (-1.55, 3.32, -0.83)  0.50
H (-3.06, 3.79, -0.71)  0.49
O (-2.43, 3.15, -1.11)  -0.99
H (-1.53, 0.83, -0.21)  0.51
H (-2.69, 1.27, -1.10)  0.52
O (-2.04, 0.50, -0.99)  -1.01
H (0.28, -3.52, 1.08)  0.51
H (0.14, -2.66, 2.35)  0.50
O (0.78, -3.20, 1.86)  -1.01
H (-0.49, 2.35, 0.65)  0.51
H (-0.05, 1.22, 1.67)  0.51
O (-0.83, 1.59, 1.14)  -1.05
H (-1.52, -2.78, 0.04)  0.50
H (-1.86, -4.20, 0.41)  0.49
O (-1.14, -3.67, 0.03)  -0.96
H (-2.62, -0.70, 0.06)  0.50
H (-3.32, -0.61, 1.40)  0.51
O (-2.85, -1.29, 0.85)  -1.04
H (1.93, -2.06, 1.55)  0.52
H (3.24, -1.63, 2.34)  0.48
O (2.67, -1.37, 1.62)  -1.02
H (1.76, -0.05, 2.17)  0.51
H (1.86, 1.49, 2.17)  0.50
O (1.32, 0.75, 2.50)  -0.99

4.
Computed, not measured: 11 unconnected molecules or ions with the total composition C5H35N3O10 at a distorted geometry, with wB97M-V/def2-TZVPD.

Calculated values
Total charge ... +2
Highest occupied orbital energy ... -14.8 eV
Energy relative to the best compared isomer or geometry (same formula, charge and spin) ... 112.4 kcal/mol
Gap between HOMO and LUMO ... 9.402 eV

Each line ends with the natural charge from an NBO analysis.
CARTESIAN COORDINATES (ANGSTROEM)
C (-2.88, -0.29, -2.97)  -0.69
C (-1.86, -0.80, -1.95)  -0.05
C (-2.04, -0.40, -0.44)  -0.45
C (-1.14, 0.67, 0.12)  -0.07
C (-1.33, 1.95, 0.00)  0.06
N (-0.55, 2.89, 0.59)  -0.82
N (-0.44, 0.02, 1.33)  -0.78
N (-0.54, -0.39, -2.31)  -0.73
H (-2.45, 0.48, -3.60)  0.23
H (-3.82, 0.20, -2.87)  0.27
H (-3.31, -1.18, -3.65)  0.25
H (-1.86, -1.90, -1.92)  0.23
H (-1.91, -1.32, 0.09)  0.24
H (-3.14, -0.22, -0.29)  0.26
H (-1.75, 2.44, -1.04)  0.25
H (-0.08, 2.74, 1.56)  0.41
H (-0.90, 3.91, 0.34)  0.43
H (-1.04, -0.06, 2.19)  0.48
H (0.09, -0.86, 1.18)  0.48
H (0.45, 0.64, 1.54)  0.46
H (0.10, -0.93, -1.60)  0.47
H (-0.15, 0.56, -2.33)  0.47
H (-0.21, -0.79, -3.23)  0.43
H (-0.42, -0.46, 3.94)  0.49
H (0.48, -1.77, 3.84)  0.51
O (0.41, -0.81, 3.57)  -0.99
H (0.61, 2.38, -2.60)  0.51
H (0.90, 2.16, -4.12)  0.52
O (0.28, 1.82, -3.39)  -1.01
H (2.32, -0.92, 1.83)  0.52
H (2.39, -2.50, 1.50)  0.49
O (1.91, -1.73, 1.51)  -1.00
H (1.86, -2.63, -2.32)  0.52
H (1.56, -3.16, -0.82)  0.51
O (1.41, -2.31, -1.49)  -1.01
H (2.67, 3.37, -1.36)  0.51
H (2.11, 1.82, -1.46)  0.49
O (2.01, 2.74, -1.36)  -0.98
H (-2.31, 1.71, 3.37)  0.51
H (-2.74, 0.40, 3.92)  0.51
O (-2.05, 0.73, 3.33)  -0.98
H (-1.76, -4.46, 1.55)  0.48
H (-0.96, -3.66, 0.74)  0.45
O (-1.72, -3.56, 1.39)  -0.93
H (2.20, 2.12, 3.29)  0.51
H (1.58, 3.08, 2.27)  0.48
O (1.58, 2.17, 2.60)  -0.97
H (2.48, -0.03, 4.05)  0.49
H (3.94, -0.44, 3.95)  0.49
O (3.25, -0.02, 3.47)  -0.97
H (2.31, -0.71, -3.35)  0.45
H (1.89, -1.34, -4.67)  0.48
O (2.60, -1.33, -3.95)  -0.92

5.
Computed, not measured: 12 unconnected molecules or ions with the total composition C5H35NO11S2 at a distorted geometry, with wB97M-V/def2-TZVPD.

Calculated values
SMILES ... SCCCNCCS.O.O.O.O.O.O.O.O.O.O.O
Highest occupied orbital energy ... -9.0 eV
Energy relative to the best compared isomer or geometry (same formula, charge and spin) ... 139.6 kcal/mol
Gap between HOMO and LUMO ... 8.660 eV

Each line ends with the natural charge from an NBO analysis.
CARTESIAN COORDINATES (ANGSTROEM)
S (0.75, 4.54, 1.66)  -0.05
C (1.73, 3.18, 1.03)  -0.55
C (1.48, 1.90, 1.98)  -0.41
C (0.29, 0.91, 1.61)  -0.24
N (0.72, 0.44, 0.25)  -0.70
C (-0.37, -0.26, -0.51)  -0.26
C (0.07, -0.33, -1.89)  -0.49
S (-1.12, -0.95, -3.29)  -0.12
H (-0.17, 3.94, 2.37)  0.11
H (1.41, 3.02, -0.02)  0.23
H (2.76, 3.41, 0.93)  0.23
H (1.31, 2.33, 2.95)  0.22
H (2.51, 1.34, 1.99)  0.23
H (-0.72, 1.38, 1.84)  0.18
H (0.44, 0.17, 2.42)  0.20
H (1.09, 1.26, -0.32)  0.40
H (-0.46, -1.32, -0.15)  0.18
H (-1.23, 0.38, -0.35)  0.20
H (0.34, 0.68, -2.37)  0.24
H (1.09, -0.92, -1.89)  0.23
H (-0.81, -2.18, -3.63)  0.16
O (0.30, 2.98, -2.01)  -0.93
H (-0.61, 2.75, -1.89)  0.46
H (0.22, 3.83, -2.46)  0.48
O (3.02, -0.98, 0.72)  -0.95
H (2.57, -0.29, 0.21)  0.48
H (2.33, -1.58, 0.83)  0.46
O (-4.29, -1.45, -2.02)  -0.96
H (-3.30, -1.46, -2.08)  0.49
H (-4.52, -0.62, -2.19)  0.45
O (0.38, -0.51, 5.07)  -0.92
H (-0.28, -1.11, 4.68)  0.47
H (0.99, -0.65, 4.37)  0.46
O (2.99, 1.59, -2.85)  -0.99
H (3.80, 1.01, -2.66)  0.51
H (2.35, 1.19, -3.40)  0.47
O (-2.48, -0.99, 2.01)  -0.95
H (-2.97, -0.32, 1.50)  0.47
H (-2.55, -0.46, 2.85)  0.48
O (-2.48, -3.26, 0.12)  -1.03
H (-3.24, -3.67, -0.33)  0.51
H (-2.48, -2.49, 0.66)  0.51
O (0.09, -2.70, 2.37)  -0.96
H (0.18, -2.09, 1.56)  0.48
H (-0.56, -3.37, 2.24)  0.49
O (0.11, -3.33, -1.70)  -0.95
H (0.64, -3.65, -0.90)  0.46
H (-0.68, -3.44, -1.19)  0.48
O (4.21, -0.67, -1.98)  -0.94
H (3.53, -1.24, -2.30)  0.47
H (3.90, -0.47, -1.10)  0.48
O (-3.87, 1.43, -0.86)  -0.95
H (-4.54, 1.01, -0.49)  0.48
H (-3.90, 2.08, -1.41)  0.48

no.,calculated total energy (eV),molar mass (g mol⁻¹)
1,-35332.0433,330.3
2,-29746.5799,284.3
3,-32356.5735,302.3
4,-30680.9036,297.3
5,-51432.4490,349.5